7
Properties=species:S:1:pos:R:3 method="wB97M-V/def2-TZVPD" total_charge=-3 lumo_ev=8.81
Y -0.066 -0.158 -0.005
Cl -1.797 1.059 0.286
Cl 0.922 -0.155 1.835
Cl 1.017 1.691 -0.004
Cl -0.669 -0.121 -1.943
Cl -1.209 -1.648 0.670
Cl 1.802 -0.667 -0.840

28
Properties=species:S:1:pos:R:3 method="wB97M-V/def2-TZVPD" total_charge=-4 lumo_ev=7.81
Y -0.692 -0.330 0.430
Cl 0.589 -1.778 -2.099
O 1.359 -3.043 -1.832
O 1.041 -1.198 -3.288
O -0.944 -2.001 -1.980
O 0.650 -1.103 -0.845
Cl -3.205 -2.768 0.584
O -3.786 -2.311 -0.686
O -2.620 -4.036 0.442
O -1.938 -1.906 0.946
O -4.054 -2.757 1.769
Cl -0.530 1.759 -2.864
O -1.162 1.041 -1.671
O -1.555 2.766 -2.846
O 0.745 2.249 -2.410
O -0.624 0.931 -4.238
Cl 0.999 -0.814 3.378
O 0.114 -0.090 4.201
O 2.357 -0.500 3.765
O 0.772 -2.203 3.536
O 0.893 -0.338 1.961
Cl 1.097 4.844 0.193
O -2.180 1.075 1.306
O 1.616 6.155 -0.106
O -0.094 4.399 -0.476
O 2.024 3.727 0.407
Cl 4.613 -0.307 0.574
Cl 4.517 -1.463 1.848

14
Properties=species:S:1:pos:R:3 method="wB97M-V/def2-TZVPD" total_charge=-2 lumo_ev=-0.80
Mg 2.253 2.011 2.817
Mg 0.073 2.582 -0.363
Mg 0.773 -1.465 -1.102
Mg 0.920 -2.005 3.060
F 1.222 2.390 1.219
F 1.578 2.968 -1.715
Cl 0.966 -2.727 0.826
Cl -4.357 -1.719 0.652
Cl -3.697 -2.027 -3.319
Cl -0.604 0.366 -0.793
Cl -1.231 4.227 0.284
Cl 0.396 -2.864 -2.855
Cl -1.207 -1.011 3.041
Cl 2.915 -0.726 -1.753

42
Properties=species:S:1:pos:R:3 method="wB97M-V/def2-TZVPD" multiplicity=4 total_charge=-5 lumo_ev="8.81 / 8.78" s_squared=3.75
Pb -2.679 -2.408 1.621
Ti 0.510 0.388 0.217
Cl -5.078 0.563 -0.819
O -5.579 -0.071 0.453
O -6.062 0.247 -1.688
O -5.121 2.009 -0.635
O -3.925 0.020 -1.236
Cl -1.692 0.462 2.816
O -1.165 1.855 2.647
O -1.157 -0.333 3.864
O -3.089 0.362 2.617
O -1.228 -0.214 1.577
Cl -1.632 -4.620 -1.121
O -1.462 -3.246 -0.791
O -2.628 -4.666 -1.968
O -0.441 -5.167 -1.696
O -2.049 -5.290 0.202
Cl 1.784 -2.976 1.063
O 2.859 -2.445 1.981
O 1.695 -2.222 -0.145
O 1.958 -4.247 0.725
O 0.550 -2.825 1.751
Cl 0.470 -0.437 -3.759
O -0.103 0.419 -4.744
O 0.637 -1.709 -4.366
O 1.720 0.034 -3.273
O -0.445 -0.464 -2.727
Cl 3.159 3.416 -0.053
O 3.581 3.693 -1.443
O 2.319 2.248 -0.113
O 4.266 3.442 0.881
O 2.405 4.601 0.471
Cl -1.615 3.809 -2.623
O -1.106 4.694 -3.702
O -0.637 3.069 -1.984
O -2.584 4.535 -1.686
O -2.564 2.950 -3.370
Cl 5.247 0.130 4.200
O 5.472 1.097 5.208
O 3.901 0.026 3.806
O 5.961 0.355 2.985
O 5.544 -1.084 4.860

3
Properties=species:S:1:pos:R:3 method="wB97M-V/def2-TZVPD" multiplicity=10 total_charge=+4 lumo_ev="-24.78 / -26.60" s_squared=24.76
Cr 0.794 -1.707 0.302
Cr -0.151 1.483 -1.325
Cl -0.643 0.223 1.023

5
Properties=species:S:1:pos:R:3 method="wB97M-V/def2-TZVPD" total_charge=0 lumo_ev=-0.54
F 1.061 -0.562 0.126
F -2.188 -1.304 -0.062
Si -2.266 0.352 -0.429
Cl -4.032 0.812 0.248
H 0.447 -1.319 -0.178

5
Properties=species:S:1:pos:R:3 method="wB97M-V/def2-TZVPD" total_charge=+1 lumo_ev=-9.22
O -1.197 0.732 -0.897
F 1.022 0.004 0.516
F -1.163 -1.433 0.329
S -1.166 0.216 0.391
Cl 2.505 0.480 -0.340

7
Properties=species:S:1:pos:R:3 method="wB97M-V/def2-TZVPD" total_charge=0 lumo_ev=-0.23 smiles="[H]/N=P/F.SCl"
H -2.719 2.113 2.710
N -2.591 1.577 1.861
P -1.291 1.205 1.210
F -1.853 0.758 -0.321
S 2.715 -1.145 -1.509
Cl 2.150 -2.466 -2.962
H 3.588 -2.043 -0.988

17
Properties=species:S:1:pos:R:3 method="wB97M-V/def2-TZVPD" total_charge=+1 lumo_ev=-3.83
Mg -0.309 0.164 -0.024
Cl -2.246 1.558 -0.039
O -0.175 0.207 2.003
H -0.965 0.404 2.534
H 0.538 0.725 2.407
O 1.429 -0.867 0.125
H 1.612 -1.356 0.942
H 2.022 -1.250 -0.538
O -0.156 0.017 -2.089
H -0.791 0.434 -2.695
H 0.173 -0.764 -2.557
O -1.354 -1.550 0.193
H -1.835 -2.022 -0.502
H -1.098 -2.226 0.838
O 0.867 1.832 -0.189
H 1.712 2.026 -0.616
H 0.575 2.668 0.207

26
Properties=species:S:1:pos:R:3 method="wB97M-V/def2-TZVPD" total_charge=-1 lumo_ev=2.94
Cl 0.979 0.517 -0.367
O 0.183 1.032 -1.535
O 1.785 1.641 0.289
O 0.056 -0.014 0.710
O 1.904 -0.564 -0.742
O -2.089 0.104 2.416
H -1.240 0.043 1.980
H -2.535 -0.598 1.988
O 1.808 -3.312 -1.147
H 1.941 -2.377 -1.062
H 1.086 -3.488 -0.592
O 1.823 -2.033 1.896
H 0.992 -2.395 2.077
H 1.816 -1.402 1.185
O 0.268 1.791 3.036
H 0.840 1.086 3.319
H 0.475 2.045 2.119
O -0.282 -1.389 -2.973
H -1.047 -1.499 -2.419
H 0.246 -0.892 -2.366
O -2.255 1.186 -2.895
H -2.577 0.758 -2.107
H -1.349 0.990 -2.793
O -1.288 2.831 0.136
H -0.930 3.693 -0.002
H -0.608 2.248 -0.154

Calculated total energy across the listed records, respectively: -2799.06904, -4762.86147, -4682.05294, -7128.99441, -2546.67875, -950.07970, -1132.87690, -1355.54759, -1042.44120, -1296.03348 Ha.